[1]
{"formula": "C7H15N", "method": "ωB97M-V/def2-TZVPD", "e_tot_ev": -8978.459, "charge": 1, "fmax_ev_per_a": 5.94, "multiplicity": 2, "gap_ev": [4.706, 6.438], "elements": ["C", "C", "C", "C", "C", "C", "C", "N", "H", "H", "H", "H", "H", "H", "H", "H", "H", "H", "H", "H", "H", "H", "H"], "coordinates": [[-0.13, 1.80, 0.35], [0.13, 1.47, -1.09], [-0.80, 0.46, -1.83], [-0.87, -0.80, -0.93], [0.47, -1.36, -0.58], [1.33, -2.00, 0.18], [1.43, -2.50, 1.67], [-1.36, 2.56, 0.47], [-0.31, 0.75, 1.02], [0.77, 2.25, 0.78], [1.01, 0.83, -1.15], [0.28, 2.37, -1.71], [-0.46, 0.11, -2.82], [-1.79, 0.89, -1.96], [-1.52, -1.64, -1.25], [-1.43, -0.56, -0.01], [0.05, 0.22, 1.62], [2.40, -1.81, -0.06], [2.15, -3.33, 1.63], [1.91, -1.64, 2.17], [0.39, -2.68, 2.01], [-1.56, 2.60, 1.47], [-2.11, 2.03, 0.03]]}

[2]
{"formula": "C56H153N5O36", "method": "ωB97M-V/def2-TZVPD", "e_tot_ev": -141691.125, "fmax_ev_per_a": 5.59, "gap_ev": 8.622, "elements": ["C", "O", "C", "C", "N", "C", "C", "O", "C", "H", "H", "H", "H", "H", "H", "H", "H", "H", "H", "H", "H", "H", "H", "H", "C", "O", "C", "C", "N", "C", "C", "O", "C", "H", "H", "H", "H", "H", "H", "H", "H", "H", "H", "H", "H", "H", "H", "H", "C", "O", "C", "C", "N", "C", "C", "O", "C", "H", "H", "H", "H", "H", "H", "H", "H", "H", "H", "H", "H", "H", "H", "H", "C", "O", "C", "C", "N", "C", "C", "O", "C", "H", "H", "H", "H", "H", "H", "H", "H", "H", "H", "H", "H", "H", "H", "H", "C", "O", "C", "C", "N", "C", "C", "O", "C", "H", "H", "H", "H", "H", "H", "H", "H", "H", "H", "H", "H", "H", "H", "H", "C", "C", "O", "O", "H", "H", "H", "H", "H", "H", "C", "C", "O", "O", "H", "H", "H", "H", "H", "H", "C", "C", "O", "O", "H", "H", "H", "H", "H", "H", "C", "C", "O", "O", "H", "H", "H", "H", "H", "H", "C", "C", "O", "O", "H", "H", "H", "H", "H", "H", "C", "C", "O", "O", "H", "H", "H", "H", "H", "H", "C", "C", "O", "O", "H", "H", "H", "H", "H", "H", "C", "C", "O", "O", "H", "H", "H", "H", "H", "H", "C", "C", "O", "O", "H", "H", "H", "H", "H", "H", "C", "C", "O", "O", "H", "H", "H", "H", "H", "H", "C", "C", "O", "O", "H", "H", "H", "H", "H", "H", "C", "C", "O", "O", "H", "H", "H", "H", "H", "H", "C", "C", "O", "O", "H", "H", "H", "H", "H", "H"], "coordinates": [[-12.25, -7.26, 2.06], [-11.21, -7.49, 3.00], [-9.92, -7.64, 2.40], [-9.40, -6.39, 1.71], [-9.27, -5.37, 2.69], [-8.09, -4.54, 2.50], [-7.69, -3.95, 1.08], [-6.54, -3.21, 0.96], [-6.61, -1.97, 1.61], [-13.18, -7.50, 2.59], [-12.15, -7.93, 1.20], [-12.45, -6.21, 1.84], [-9.79, -8.51, 1.75], [-9.22, -7.91, 3.19], [-10.07, -6.01, 0.94], [-8.46, -6.58, 1.20], [-9.29, -5.81, 3.60], [-7.16, -5.01, 2.82], [-8.15, -3.67, 3.15], [-8.59, -3.43, 0.75], [-7.53, -4.77, 0.37], [-7.47, -1.34, 1.39], [-5.74, -1.46, 1.21], [-6.45, -2.13, 2.68], [-0.24, -3.52, 1.20], [1.13, -3.55, 0.72], [1.20, -4.05, -0.70], [2.65, -4.35, -1.14], [3.36, -5.20, -0.26], [2.99, -6.57, -0.51], [3.64, -7.62, 0.39], [3.49, -8.94, -0.14], [4.54, -9.28, -1.01], [-0.61, -4.55, 1.12], [-1.14, -3.07, 0.81], [-0.29, -3.29, 2.27], [0.64, -3.42, -1.39], [0.77, -5.05, -0.74], [3.09, -3.37, -0.97], [2.85, -4.64, -2.17], [3.12, -4.93, 0.68], [3.27, -6.85, -1.53], [1.90, -6.65, -0.44], [3.07, -7.55, 1.32], [4.67, -7.34, 0.63], [4.71, -8.53, -1.79], [4.28, -10.24, -1.45], [5.55, -9.35, -0.60], [2.48, 6.13, -1.88], [2.81, 6.60, -3.22], [3.24, 7.93, -3.32], [3.69, 8.16, -4.71], [4.80, 7.43, -5.27], [4.99, 7.92, -6.56], [6.14, 7.28, -7.32], [5.65, 6.00, -7.84], [6.54, 5.39, -8.76], [1.65, 6.74, -1.50], [3.36, 6.16, -1.23], [2.19, 5.08, -1.95], [4.06, 8.09, -2.62], [2.43, 8.66, -3.28], [3.85, 9.23, -4.89], [2.84, 8.04, -5.38], [4.72, 6.42, -5.32], [5.12, 9.00, -6.64], [4.12, 7.65, -7.18], [6.98, 7.05, -6.66], [6.35, 7.89, -8.19], [6.60, 5.97, -9.68], [6.18, 4.38, -8.98], [7.60, 5.31, -8.53], [6.65, -0.37, 1.42], [5.56, -1.26, 1.37], [4.38, -0.75, 0.85], [4.50, -0.23, -0.57], [4.69, -1.25, -1.60], [5.12, -0.65, -2.88], [6.60, -0.32, -2.82], [7.22, -1.58, -2.79], [8.71, -1.58, -2.72], [6.85, -0.09, 2.45], [6.61, 0.47, 0.72], [7.60, -0.87, 1.24], [3.96, 0.07, 1.42], [3.53, -1.42, 0.88], [5.25, 0.55, -0.73], [3.57, 0.28, -0.83], [5.26, -2.00, -1.24], [4.47, 0.22, -2.94], [4.89, -1.25, -3.76], [6.87, 0.44, -2.09], [6.86, 0.09, -3.80], [9.24, -1.27, -1.82], [9.18, -1.12, -3.59], [9.11, -2.59, -2.68], [-0.69, 5.72, 1.95], [-0.49, 7.06, 2.32], [-1.74, 7.83, 2.28], [-1.47, 9.27, 2.94], [-0.76, 10.12, 1.99], [-0.77, 11.61, 2.18], [-0.28, 12.33, 0.85], [-1.41, 12.27, -0.07], [-1.15, 13.17, -1.17], [-1.40, 5.27, 2.65], [0.15, 5.18, 2.40], [-0.81, 5.42, 0.91], [-2.53, 7.34, 2.86], [-2.10, 7.85, 1.25], [-0.80, 9.13, 3.78], [-2.41, 9.75, 3.20], [-1.28, 9.98, 1.14], [0.04, 11.75, 2.89], [-1.77, 11.74, 2.61], [0.46, 11.83, 0.23], [0.09, 13.33, 1.05], [-0.88, 14.17, -0.84], [-2.01, 13.26, -1.83], [-0.33, 12.81, -1.79], [6.99, 2.44, 4.81], [5.49, 2.38, 4.64], [5.12, 1.65, 3.50], [7.26, 2.80, 6.13], [7.33, 3.21, 4.12], [7.47, 1.48, 4.65], [5.08, 3.39, 4.65], [4.96, 1.93, 5.48], [4.17, 1.47, 3.47], [7.11, 2.09, 6.76], [-2.22, -1.64, -3.39], [-3.13, -1.58, -4.65], [-2.55, -2.01, -5.84], [-1.95, -2.97, -3.18], [-2.65, -1.18, -2.50], [-1.29, -1.07, -3.40], [-3.35, -0.53, -4.82], [-4.09, -2.09, -4.54], [-3.14, -1.95, -6.59], [-1.79, -3.38, -4.03], [-3.60, 0.65, 5.63], [-3.78, -0.76, 5.10], [-4.51, -0.92, 3.89], [-4.81, 1.34, 5.53], [-2.76, 1.22, 5.23], [-3.47, 0.40, 6.68], [-4.50, -1.28, 5.74], [-2.92, -1.43, 5.08], [-4.38, -1.84, 3.63], [-5.12, 1.18, 4.63], [-3.24, -7.48, -2.45], [-3.80, -6.35, -1.55], [-2.75, -5.43, -1.40], [-4.22, -8.54, -2.50], [-2.32, -7.98, -2.14], [-2.98, -7.02, -3.41], [-4.03, -6.84, -0.61], [-4.72, -5.85, -1.85], [-2.93, -4.57, -1.80], [-4.59, -8.70, -3.37], [3.81, -3.50, 3.23], [3.82, -4.84, 3.82], [5.21, -5.31, 3.90], [2.50, -3.06, 3.09], [4.15, -3.39, 2.20], [4.24, -2.69, 3.82], [3.19, -5.48, 3.20], [3.51, -5.07, 4.84], [5.82, -4.69, 4.32], [2.13, -3.11, 2.21], [0.01, 2.43, 4.00], [1.39, 1.87, 3.47], [2.20, 1.37, 4.47], [-0.85, 2.87, 2.99], [0.06, 3.24, 4.73], [-0.55, 1.65, 4.51], [1.89, 2.59, 2.81], [1.16, 0.94, 2.95], [1.61, 1.06, 5.16], [-0.85, 3.83, 2.96], [2.52, -2.42, -5.00], [1.36, -3.19, -5.58], [0.91, -4.16, -4.74], [2.02, -1.90, -3.71], [2.79, -1.70, -5.77], [3.42, -3.01, -4.82], [1.64, -3.66, -6.52], [0.59, -2.48, -5.89], [0.72, -3.67, -3.93], [2.76, -1.58, -3.19], [0.14, 0.18, -0.76], [-0.77, 0.38, 0.48], [-1.91, -0.49, 0.46], [1.45, 0.66, -0.70], [-0.40, 0.58, -1.62], [0.32, -0.89, -0.86], [-1.14, 1.40, 0.57], [-0.06, 0.19, 1.29], [-1.73, -1.28, 0.96], [1.93, 0.64, -1.53], [-3.38, -4.45, 1.97], [-4.42, -5.53, 2.57], [-3.98, -6.26, 3.58], [-3.11, -3.39, 2.86], [-3.79, -3.87, 1.14], [-2.51, -5.08, 1.81], [-4.86, -6.05, 1.72], [-5.33, -5.00, 2.87], [-4.73, -6.60, 4.09], [-2.82, -3.80, 3.68], [-6.56, -0.56, -2.77], [-7.77, -0.49, -1.77], [-8.73, -1.52, -2.21], [-7.05, -0.46, -4.12], [-6.05, -1.51, -2.65], [-5.72, 0.09, -2.53], [-8.30, 0.45, -1.90], [-7.49, -0.59, -0.72], [-9.16, -1.70, -1.37], [-7.91, -0.89, -4.17], [4.87, 3.68, -3.64], [5.07, 3.84, -5.14], [6.27, 4.53, -5.42], [3.94, 2.66, -3.49], [4.62, 4.65, -3.21], [5.84, 3.49, -3.19], [4.22, 4.25, -5.68], [5.30, 2.85, -5.51], [6.01, 5.23, -6.03], [3.19, 2.93, -4.01], [-4.86, 1.86, 1.19], [-4.87, 1.60, -0.36], [-6.02, 2.14, -0.94], [-5.18, 3.22, 1.43], [-3.92, 1.48, 1.59], [-5.59, 1.10, 1.49], [-4.59, 0.56, -0.53], [-4.15, 2.29, -0.79], [-5.77, 2.80, -1.58], [-5.95, 3.43, 0.90], [2.70, -1.54, 6.07], [2.34, -0.98, 7.45], [1.83, 0.30, 7.26], [1.45, -2.03, 5.62], [3.31, -2.44, 6.11], [3.15, -0.85, 5.36], [3.29, -0.96, 7.99], [1.62, -1.57, 8.02], [0.97, 0.39, 7.68], [1.46, -2.41, 4.74]]}